This record from OMol25 describes a gas-phase ion, C7H10N5 (charge +1) in a non-equilibrium geometry. The level of theory is wB97M-V/def2-TZVPD.

XYZ file:
```
22
C7H10N5, DFT wB97M-V/def2-TZVPD
H -0.124 -1.556 2.937
N 0.082 -1.684 1.928
N -0.155 -0.637 1.313
C -0.647 0.523 2.103
N -1.130 1.549 1.391
N -0.588 0.300 3.338
H -0.927 0.993 3.987
C 0.189 -0.376 -0.041
C 1.216 0.598 -0.093
C 1.848 0.936 -1.260
C 1.448 0.326 -2.450
C 0.405 -0.560 -2.437
C -0.297 -0.926 -1.264
N -1.458 -1.606 -1.466
H -1.095 1.580 0.386
H -1.465 2.366 1.875
H 1.568 1.021 0.837
H 2.661 1.643 -1.248
H 1.950 0.557 -3.375
H 0.073 -1.007 -3.363
H -1.638 -1.954 -2.393
H -1.917 -2.087 -0.708
```

Results
* SMILES: [H]/N=[N+](\C(N)=N\[H])c1ccccc1N
* gap between HOMO and LUMO (alpha / beta): 6.58 / 6.58 eV
* charge: +1
* E_LUMO (alpha / beta): -5.66 / -5.66 eV



This record from OMol25 describes 2 unconnected molecules or ions with the total composition C5H11BrN in a non-equilibrium geometry. The level of theory is wB97M-V/def2-TZVPD.

XYZ file:
```
18
C5H11BrN, DFT wB97M-V/def2-TZVPD
C -0.779 1.875 0.942
C -0.496 0.889 0.198
C 1.429 -0.194 0.010
C -0.461 -0.766 -1.426
C -0.495 -1.254 1.073
N -0.063 -0.390 -0.071
Br 1.049 2.541 -2.274
H -1.144 2.977 0.650
H -0.994 1.822 2.098
H 1.766 0.050 0.990
H 2.135 -1.040 -0.188
H 1.765 0.535 -0.735
H -1.481 -0.385 -1.725
H 0.201 -0.344 -2.174
H -0.511 -1.842 -1.550
H -0.185 -2.276 0.895
H -0.124 -0.905 2.080
H -1.611 -1.291 1.206
```

Results
* gap between HOMO and LUMO (alpha / beta): 9.47 / 6.43 eV
* charge: +1
* E_LUMO (alpha / beta): -5.00 / -6.83 eV



This record from OMol25 describes C21H18F3N3O in the gas phase. The level of theory is wB97M-V/def2-TZVPD.

XYZ file:
```
46
C21H18F3N3O, DFT wB97M-V/def2-TZVPD
O 2.873 -0.404 -0.139
C 1.857 -0.639 0.474
N 0.848 0.308 0.583
C -0.329 0.100 1.228
C -1.277 1.267 1.233
N -1.055 2.093 0.064
C -1.550 3.447 0.229
C -1.422 4.241 -1.033
C -1.174 3.703 -2.225
C -1.036 4.536 -3.431
C -0.281 5.706 -3.386
C -0.144 6.504 -4.506
C -0.764 6.149 -5.693
C -1.521 4.991 -5.749
C -1.654 4.190 -4.630
C -0.997 2.216 -2.357
C -1.594 1.500 -1.150
N -0.639 -0.994 1.823
C 0.283 -2.009 1.813
C -0.033 -3.206 2.468
C 0.879 -4.238 2.469
C 0.571 -5.534 3.168
F 0.644 -6.587 2.333
F -0.648 -5.570 3.718
F 1.444 -5.790 4.161
C 2.117 -4.122 1.829
C 2.434 -2.951 1.181
C 1.528 -1.889 1.166
H 0.964 1.207 0.121
H -2.307 0.888 1.323
H -1.064 1.861 2.128
H -0.967 3.931 1.021
H -2.611 3.458 0.549
H -1.581 5.304 -0.926
H 0.215 5.978 -2.466
H 0.450 7.404 -4.455
H -0.657 6.771 -6.569
H -2.012 4.711 -6.670
H -2.265 3.301 -4.687
H -1.465 1.850 -3.271
H 0.072 1.994 -2.427
H -1.332 0.439 -1.173
H -2.694 1.579 -1.176
H -0.988 -3.291 2.960
H 2.809 -4.950 1.850
H 3.379 -2.824 0.676
```

Results
* SMILES: O=c1[nH]c(CN2CC=C(c3ccccc3)CC2)nc2cc(C(F)(F)F)ccc12
* gap between HOMO and LUMO: 9.05 eV
* charge: 0
* E_LUMO: 0.19 eV



This record from OMol25 describes a molecular structure, C9H27ClGaNO8PS2. The level of theory is wB97M-V/def2-TZVPD.

XYZ file:
```
50
C9H27ClGaNO8PS2, DFT wB97M-V/def2-TZVPD
C 2.124 2.674 5.974
C 1.959 2.110 4.567
C 0.683 2.521 3.844
Cl 0.807 4.275 3.366
Ga -1.022 2.205 4.900
O -0.826 0.476 5.641
P -3.005 2.265 3.582
N -4.083 1.372 4.625
O -3.457 3.848 3.924
H 3.063 2.336 6.422
H 1.305 2.354 6.620
H 2.132 3.766 5.949
H 1.950 1.015 4.609
H 2.833 2.401 3.965
H 0.661 1.977 2.901
H -1.232 3.278 6.104
H -1.293 0.465 6.483
H -4.419 0.541 4.158
H -3.686 1.097 5.516
H -3.009 4.159 4.721
O 2.021 0.661 1.307
S 2.793 0.311 0.159
O 2.984 1.262 -0.892
O 2.215 -1.041 -0.442
C 0.767 -1.116 -0.594
C 0.260 -0.323 -1.774
C 4.361 -0.309 0.661
H 0.305 -0.802 0.342
H 0.587 -2.182 -0.723
H 0.396 0.747 -1.627
H -0.801 -0.525 -1.913
H 0.785 -0.613 -2.685
H 4.210 -1.048 1.443
H 4.914 0.547 1.043
H 4.863 -0.735 -0.203
O -1.337 -1.648 -4.410
S -0.731 -1.930 -5.675
O -0.836 -0.970 -6.728
O -1.251 -3.343 -6.182
C -2.684 -3.570 -6.136
C -3.427 -2.853 -7.240
C 0.956 -2.369 -5.452
H -3.045 -3.284 -5.148
H -2.771 -4.650 -6.234
H -3.375 -1.772 -7.122
H -4.475 -3.156 -7.212
H -3.012 -3.112 -8.214
H 1.025 -3.113 -4.663
H 1.472 -1.454 -5.166
H 1.344 -2.746 -6.394
```

Results
* gap between HOMO and LUMO: 5.40 eV
* charge: -1
* E_LUMO: 1.81 eV



This record from OMol25 describes 2 unconnected molecules or ions with the total composition C6H12N2O4S in a non-equilibrium geometry. The level of theory is wB97M-V/def2-TZVPD.

XYZ file:
```
25
C6H12N2O4S, DFT wB97M-V/def2-TZVPD
O 3.408 -1.903 0.040
S 3.172 -0.515 0.255
O 2.935 -0.060 1.592
O 4.414 0.293 -0.311
C 1.802 0.034 -0.752
C 0.933 -1.130 -1.256
C -0.273 -1.408 -0.374
N -1.172 -0.263 -0.228
C -1.296 0.828 -1.062
C -2.235 1.631 -0.494
N -2.660 1.013 0.641
C -2.025 -0.121 0.795
H 4.387 1.189 0.057
H 1.223 0.718 -0.132
H 2.148 0.616 -1.603
H 1.533 -2.033 -1.331
H 0.586 -0.894 -2.263
H -0.834 -2.271 -0.733
H 0.098 -1.690 0.614
H -0.707 0.957 -1.951
H -2.557 2.583 -0.874
H -3.391 1.372 1.324
H -2.159 -0.817 1.604
O -3.921 1.181 2.897
H -3.408 0.690 3.546
```

Results
* gap between HOMO and LUMO: 6.73 eV
* charge: 0
* E_LUMO: -0.14 eV



This record from OMol25 describes 9 unconnected molecules or ions with the total composition H18O9. The level of theory is wB97M-V/def2-TZVPD.

XYZ file:
```
27
H18O9, DFT wB97M-V/def2-TZVPD
O -2.108 3.012 0.276
H -2.493 2.198 -0.050
H -1.246 3.052 -0.138
O 2.167 0.346 0.545
H 2.839 1.022 0.632
H 2.480 -0.212 -0.167
O 0.673 -1.997 -2.015
H 1.620 -1.905 -2.116
H 0.467 -2.834 -2.433
O -1.009 -2.214 2.133
H -0.250 -1.646 2.003
H -1.215 -2.544 1.258
O -0.442 0.090 -0.446
H 0.302 0.205 0.145
H -0.082 -0.386 -1.195
O -3.585 0.729 -1.070
H -3.979 -0.054 -0.684
H -2.776 0.417 -1.474
O 0.544 -0.148 -4.444
H 0.748 -0.767 -3.744
H 0.080 -0.669 -5.099
O -0.398 1.795 2.914
H 0.221 1.354 3.495
H 0.152 2.276 2.296
O 2.347 -0.747 3.206
H 2.796 -0.114 3.767
H 2.146 -0.259 2.407
```

Results
* SMILES: O.O.O.O.O.O.O.O.O
* gap between HOMO and LUMO: 9.59 eV
* charge: 0
* E_LUMO: -0.71 eV



- charge of number 5 (C6H12N2O4S)?
  0